Entry from the Open Molecules 2025 dataset: one molecule with the formula C23H27ClN4O (the ωB97M-V functional and the def2-TZVPD basis).

CARTESIAN COORDINATES (ANGSTROEM)
1 C -4.56990 0.00897 -3.13687
2 C -3.37920 -0.50351 -2.86322
3 C -3.16064 -1.96606 -2.61266
4 C -2.14529 0.36564 -2.89000
5 N -1.21771 0.17242 -1.78544
6 C -1.60395 -0.02389 -0.51508
7 O -2.75613 0.08644 -0.12524
8 C -0.52588 -0.36951 0.53186
9 C 0.52278 -1.43638 0.24324
10 C 0.69151 -2.42947 1.16630
11 C 1.74552 -3.38072 1.08379
12 C 2.63387 -3.31209 0.07040
13 N 2.47684 -2.33782 -0.87832
14 C 3.22827 -2.07031 -2.00172
15 C 2.60663 -1.01875 -2.60986
16 N 1.50877 -0.62252 -1.91125
17 C 1.44117 -1.41445 -0.85289
18 N 0.04672 0.85831 1.12012
19 C 0.27797 0.74681 2.55826
20 C -1.00753 0.83838 3.38059
21 C -1.74115 2.14541 3.10825
22 C -0.66537 0.68627 4.85902
23 C 1.10424 1.46707 0.38234
24 C 2.44257 1.18523 0.64727
25 C 3.45094 1.74184 -0.12247
26 C 3.11282 2.58614 -1.16643
27 Cl 4.37185 3.26596 -2.15857
28 C 1.79186 2.90861 -1.42498
29 C 0.79346 2.35570 -0.63977
30 H -4.70357 1.07190 -3.29615
31 H -5.45217 -0.61618 -3.18973
32 H -2.83406 -2.13625 -1.58523
33 H -4.07753 -2.53097 -2.77388
34 H -2.38449 -2.36389 -3.27266
35 H -1.57877 0.14444 -3.79848
36 H -2.45598 1.41298 -2.94665
37 H -0.23338 0.03895 -2.01123
38 H -1.14736 -0.79242 1.31776
39 H 0.00685 -2.48754 2.00345
40 H 1.85239 -4.14823 1.83572
41 H 3.47402 -3.97828 -0.05713
42 H 4.09994 -2.64680 -2.25417
43 H 2.89805 -0.52552 -3.52270
44 H 0.81854 -0.17652 2.82291
45 H 0.92268 1.58060 2.84705
46 H -1.67266 0.01501 3.09880
47 H -1.10701 2.99924 3.36569
48 H -2.01526 2.22470 2.05737
49 H -2.65154 2.21023 3.70629
50 H -0.01315 1.49964 5.18870
51 H -1.56651 0.71513 5.47249
52 H -0.15133 -0.25671 5.05914
53 H 2.70124 0.50495 1.45010
54 H 4.48970 1.51432 0.07437
55 H 1.55050 3.59166 -2.22783
56 H -0.24415 2.60190 -0.82072

Summary:
Relative energy (zero: lowest compared OMol25 entry of this formula, charge and spin) (kcal per mole): 16.5
Electronic energy (hartree): -1647.1014
SMILES: C=C(C)CNC(=O)[C@@H](c1cccn2ccnc12)N(CC(C)C)c1ccc(Cl)cc1
Net charge: 0
E_LUMO (eV): 0.35
HOMO energy (eV): -8.26
Largest force on an atom (eV Å⁻¹): 0.4